[1]
A molecular structure, C20H26N3O6PTc at a distorted geometry, computed with ωB97M-V with the def2-TZVPD basis set.

Results
⟨S²⟩ = 3.789
Maximum force = 4.8 eV/A
Gap between HOMO and LUMO (spin up / spin down) = 0.242 / 0.154 hartree
Charge = +2
Highest occupied orbital energy (spin up / spin down) = -15.026 / -15.026 eV
Spin multiplicity = 4

Element x y z (Å)
C1 0.49998 3.24245 -3.56299
C2 -0.79746 2.85611 -3.23608
C3 -1.04432 1.75046 -2.42084
C4 0.03950 1.05839 -1.83461
C5 1.34318 1.44383 -2.20844
C6 1.57514 2.54098 -3.02857
C7 -2.48909 1.36416 -2.30387
C8 -2.82577 -0.01647 -1.75164
N1 -2.10307 -1.12338 -2.36533
Tc1 -0.11632 -0.53059 -0.48826
C9 2.53243 0.70997 -1.68934
P1 1.97983 -0.97375 -1.14687
H1 -1.66435 3.37801 -3.63463
H2 2.61675 2.78488 -3.24587
H3 0.67156 4.07097 -4.24297
H4 2.94439 1.20985 -0.79576
H5 3.34009 0.62721 -2.43097
H6 -2.99679 2.08782 -1.64421
H7 -2.99895 1.46423 -3.27586
H8 -2.55880 -0.02319 -0.67968
C10 3.47314 -1.34915 -0.16432
C11 2.24252 -2.08540 -2.56813
H9 -3.91535 -0.17493 -1.79159
C12 -1.48151 -0.94854 -3.67563
C13 -2.80240 -2.40121 -2.25588
H10 1.08056 -0.71828 0.66857
H11 -1.87789 -1.69293 -4.38253
H12 -1.62579 0.04957 -4.10961
H13 -0.39346 -1.09222 -3.58714
H14 -3.04212 -2.82563 -3.24022
H15 -2.14692 -3.08687 -1.71894
H16 -3.72000 -2.28810 -1.67415
H17 3.30904 -2.19335 -2.79978
H18 1.84221 -3.07226 -2.30577
H19 1.71323 -1.71397 -3.45186
H20 4.37465 -1.03529 -0.70326
H21 3.40541 -0.80909 0.78605
H22 3.51706 -2.42617 0.02642
H23 -0.61622 -2.03440 -1.06223
O1 0.00298 2.04979 1.39863
C14 -0.40372 0.99281 1.86691
O2 -1.03402 0.03019 1.18781
C15 -0.17736 0.62759 3.32768
C16 0.68758 -0.41593 3.68128
C17 0.79740 -0.81560 5.04160
C18 0.07776 -0.16736 6.03716
C19 -0.69711 0.93381 5.67754
C20 -0.79617 1.36042 4.33725
N2 -1.48886 1.62412 6.66558
O3 -1.49101 1.21799 7.84854
O4 -2.14806 2.61226 6.28060
N3 1.57724 -1.96791 5.41096
O5 2.28860 -2.52687 4.55480
O6 1.50757 -2.36480 6.59823
H24 1.26736 -0.94823 2.91907
H25 0.12351 -0.51632 7.06334
H26 -1.37780 2.25034 4.09982

[2]
C7H10S in the gas phase at a distorted geometry, computed with ωB97M-V with the def2-TZVPD basis set.

Results
Energy relative to the best compared isomer or geometry (same formula, charge and spin) = 105.4 kJ/mol
Maximum force = 2.1 eV/A
Gap between HOMO and LUMO = 0.353 hartree
Charge = 0
Highest occupied orbital energy = -8.733 eV
SMILES = C=C1C=CC[C@@]1(C)S

Element x y z (Å)
C1 0.97042 -0.25410 1.46843
C2 0.56435 -0.15544 -0.00283
C3 -0.33424 -1.45272 -0.48008
C4 -1.70293 -0.89692 -0.64497
C5 -1.77201 0.43111 -0.48397
C6 -0.41198 1.02239 -0.19652
C7 -0.03929 2.29211 -0.27533
H1 0.08358 -0.32387 2.14375
H2 1.59630 -1.12178 1.75939
H3 1.58134 0.56912 1.75758
H4 2.68191 -1.12147 -0.70663
H5 -0.34896 -2.28978 0.29031
H6 0.08009 -1.81589 -1.45832
H7 -2.52572 -1.53524 -0.86165
H8 -2.63484 1.02531 -0.60864
H9 0.91958 2.63041 -0.00851
H10 -0.78883 2.96707 -0.65434
S1 2.08122 0.02966 -1.03766

[3]
5 unconnected molecules or ions with the total composition C23H41BNO11S4, computed with ωB97M-V with the def2-TZVPD basis set.

Results
Maximum force = 1.0 eV/A
Gap between HOMO and LUMO = 0.293 hartree
Charge = +1
Highest occupied orbital energy = -12.148 eV

Element x y z (Å)
C1 3.84721 3.29428 0.71006
B1 2.80073 4.26006 0.06308
O1 3.18466 5.20782 -0.86221
C2 1.25069 4.18328 0.48620
C3 0.58320 5.38122 0.66873
N1 -0.70173 5.39854 1.05320
C4 -1.40322 4.28244 1.26175
C5 -0.81945 3.04824 1.05966
C6 0.51880 3.00707 0.68166
C7 1.11300 1.64559 0.53485
O2 1.70030 1.14963 1.44466
O3 0.89190 1.05061 -0.63693
H1 3.49775 3.01793 1.70349
H2 3.92113 2.35934 0.15876
H3 4.81289 3.77783 0.81056
H4 3.44412 6.01950 -0.40705
H5 1.08289 6.31851 0.50564
H6 -1.15463 6.29529 1.17846
H7 -2.42533 4.39197 1.58059
H8 -1.39488 2.14682 1.21946
H9 0.74076 0.10616 -0.46446
C8 -1.76146 1.09858 -4.05332
C9 -1.33205 2.50396 -4.50064
C10 -2.49020 3.46040 -4.18442
S1 -3.35829 2.73566 -2.78552
O4 -4.68265 2.36484 -3.20320
O5 -3.16036 3.55506 -1.60739
C11 -2.35388 1.26620 -2.66074
H10 -0.92653 0.40065 -4.04560
H11 -2.52012 0.70660 -4.73324
H12 -0.44152 2.80592 -3.94394
H13 -1.08034 2.53347 -5.55938
H14 -2.14706 4.45485 -3.91060
H15 -3.19790 3.52894 -5.00781
H16 -2.97156 0.43120 -2.34695
H17 -1.57705 1.45848 -1.91980
C12 -1.45221 -2.04254 4.71467
C13 -0.34975 -0.98923 4.51971
C14 -0.17460 -0.80560 3.01052
S2 -1.74371 -1.18782 2.26107
O6 -1.57630 -2.36388 1.44261
O7 -2.31477 0.02784 1.71173
C15 -2.58890 -1.64242 3.76924
H18 -1.79343 -2.08616 5.74703
H19 -1.07362 -3.02977 4.44315
H20 -0.66547 -0.04780 4.97458
H21 0.58950 -1.27948 4.98584
H22 0.08635 0.21056 2.73817
H23 0.56258 -1.49678 2.60523
H24 -3.29331 -2.44448 3.56172
H25 -3.11961 -0.76190 4.12997
C16 4.46954 -2.84646 0.82230
C17 4.98205 -1.45387 0.42684
C18 4.52315 -0.47344 1.51527
S3 4.37992 -1.43238 3.02852
O8 2.98822 -1.45940 3.41961
O9 5.40201 -1.03180 3.95718
C19 4.80182 -3.01226 2.30238
H26 4.92501 -3.63137 0.22164
H27 3.38779 -2.89790 0.67778
H28 6.07215 -1.46527 0.37691
H29 4.61360 -1.15400 -0.55361
H30 5.23630 0.33205 1.67349
H31 3.53488 -0.06639 1.31750
H32 4.23291 -3.79788 2.79361
H33 5.86859 -3.16792 2.45832
C20 -3.93860 -4.42480 -1.92424
C21 -3.37285 -5.09107 -3.18588
C22 -2.33013 -4.13498 -3.77954
S4 -1.67838 -3.19004 -2.39551
O10 -2.04080 -1.80188 -2.57279
O11 -0.30704 -3.56503 -2.15490
C23 -2.73169 -3.90804 -1.14594
H34 -4.52661 -5.12039 -1.32832
H35 -4.58548 -3.59057 -2.20445
H36 -2.89531 -6.03472 -2.91636
H37 -4.15347 -5.31524 -3.91061
H38 -1.50925 -4.66187 -4.25869
H39 -2.77687 -3.43029 -4.47838
H40 -2.97617 -3.15638 -0.40157
H41 -2.17787 -4.72390 -0.68337